Entry from OMol25: a 13-piece molecular cluster, C38H104N2O22 overall (ωB97M-V/def2-TZVPD).

Each line ends with the Löwdin charge.
Positions of all 166 atoms, in Å:
C (11.80, 7.55, 14.36)  -0.2578
C (10.72, 7.01, 13.47)  -0.1650
O (9.62, 6.40, 14.26)  -0.0775
O (12.74, 6.64, 14.86)  -0.0690
H (11.43, 8.19, 15.16)  0.1215
H (12.38, 8.26, 13.77)  0.1056
H (11.17, 6.28, 12.80)  0.1082
H (10.37, 7.77, 12.77)  0.1045
H (9.08, 6.07, 13.54)  0.0249
H (13.17, 6.34, 14.06)  0.0416
C (7.75, 9.32, 11.72)  -0.2223
C (8.78, 10.33, 11.14)  -0.2335
O (9.91, 10.50, 11.96)  -0.0821
O (7.24, 9.82, 12.93)  -0.0479
H (8.31, 8.40, 11.86)  0.1043
H (7.00, 9.09, 10.96)  0.0953
H (8.40, 11.31, 10.85)  0.1167
H (9.21, 9.93, 10.22)  0.0964
H (9.69, 10.97, 12.76)  0.0426
H (7.82, 9.57, 13.65)  0.0297
C (16.62, 6.44, 13.40)  -0.2485
C (15.57, 5.91, 12.39)  -0.2222
O (14.35, 6.52, 12.56)  -0.0742
O (17.16, 7.63, 12.94)  -0.0771
H (17.47, 5.76, 13.44)  0.1128
H (16.29, 6.60, 14.42)  0.1039
H (15.39, 4.85, 12.58)  0.0945
H (15.96, 5.93, 11.37)  0.1270
H (14.09, 7.07, 11.81)  0.0393
H (16.76, 8.37, 13.42)  0.0092
C (11.39, 7.38, 9.38)  -0.2353
C (12.86, 7.59, 9.29)  -0.2080
O (13.33, 8.03, 10.57)  -0.0754
O (10.80, 6.72, 8.25)  -0.0555
H (10.95, 8.38, 9.43)  0.1169
H (11.13, 6.83, 10.28)  0.1073
H (13.09, 8.35, 8.54)  0.1292
H (13.45, 6.71, 9.01)  0.1295
H (13.10, 8.96, 10.67)  0.1055
H (11.35, 5.94, 8.12)  0.0770
C (7.50, 8.36, 17.32)  -0.2282
C (7.21, 8.67, 15.90)  -0.2235
O (8.44, 8.83, 15.23)  -0.0729
O (8.19, 7.14, 17.52)  -0.0695
H (6.62, 8.33, 17.96)  0.1287
H (8.11, 9.16, 17.75)  0.1227
H (6.51, 9.50, 15.83)  0.1405
H (6.63, 7.81, 15.55)  0.1135
H (8.81, 7.94, 15.26)  0.0584
H (9.12, 7.27, 17.36)  0.0537
C (11.06, 4.84, 17.52)  -0.1929
C (10.22, 4.43, 18.75)  -0.2096
O (8.83, 4.51, 18.41)  -0.0698
O (10.78, 6.22, 17.21)  -0.0756
H (10.84, 4.14, 16.72)  0.1120
H (12.12, 4.65, 17.70)  0.0900
H (10.45, 5.06, 19.60)  0.1099
H (10.43, 3.42, 19.09)  0.1185
H (8.67, 5.40, 18.07)  0.0263
H (11.39, 6.48, 16.51)  0.0433
C (8.22, 3.12, 11.42)  -0.2231
C (8.37, 4.69, 11.22)  -0.1939
O (7.89, 5.36, 12.36)  -0.0963
O (6.86, 2.77, 11.34)  -0.0609
H (8.67, 2.95, 12.40)  0.0903
H (8.76, 2.63, 10.61)  0.1128
H (7.89, 5.07, 10.32)  0.1187
H (9.46, 4.78, 11.15)  0.0924
H (6.95, 5.19, 12.45)  0.0230
H (6.45, 3.12, 12.14)  0.0374
C (13.05, 8.12, 19.20)  -0.0948
O (14.43, 7.85, 18.98)  -0.1751
C (14.74, 7.09, 17.87)  -0.2289
C (16.23, 6.95, 17.54)  -0.1799
N (16.84, 8.24, 17.20)  -0.0436
C (18.29, 8.19, 17.40)  -0.2114
C (18.96, 7.63, 16.25)  -0.2557
O (20.33, 7.83, 16.45)  -0.1848
C (21.27, 7.19, 15.56)  -0.0728
H (12.98, 8.85, 20.01)  0.0913
H (12.38, 7.28, 19.38)  0.0754
H (12.52, 8.56, 18.36)  0.0721
H (14.22, 7.64, 17.08)  0.1035
H (14.32, 6.10, 17.98)  0.1099
H (16.32, 6.28, 16.68)  0.0864
H (16.64, 6.39, 18.38)  0.1249
H (16.40, 8.85, 17.88)  0.1112
H (18.53, 7.72, 18.35)  0.1296
H (18.58, 9.24, 17.47)  0.1339
H (18.69, 8.15, 15.33)  0.1362
H (18.78, 6.56, 16.36)  0.1278
H (22.25, 7.35, 16.01)  0.0817
H (21.35, 7.56, 14.54)  0.0826
H (21.10, 6.11, 15.52)  0.0789
C (7.94, 3.28, 15.51)  -0.0958
O (7.00, 2.85, 14.54)  -0.2016
C (5.59, 3.21, 14.83)  -0.1522
C (5.27, 4.70, 14.58)  -0.1800
N (5.22, 5.04, 13.15)  -0.0857
C (5.06, 6.47, 12.94)  -0.1628
C (4.78, 6.79, 11.42)  -0.1980
O (4.63, 8.17, 11.22)  -0.2153
C (4.50, 8.54, 9.82)  -0.0815
H (8.96, 3.10, 15.15)  0.0631
H (7.75, 2.82, 16.48)  0.0894
H (7.91, 4.36, 15.61)  0.0724
H (5.26, 2.93, 15.83)  0.1157
H (4.93, 2.53, 14.29)  0.1178
H (5.98, 5.32, 15.12)  0.1083
H (4.32, 4.93, 15.05)  0.1185
H (4.37, 4.60, 12.83)  0.1255
H (5.90, 7.06, 13.32)  0.1118
H (4.18, 6.80, 13.50)  0.1180
H (3.90, 6.34, 10.96)  0.1216
H (5.69, 6.57, 10.86)  0.1111
H (5.46, 8.45, 9.30)  0.0809
H (4.11, 9.54, 9.67)  0.0885
H (3.74, 7.90, 9.37)  0.0799
C (14.49, 10.64, 15.60)  -0.0228
C (15.07, 9.98, 14.30)  -0.4510
C (15.11, 10.89, 13.11)  -0.0393
O (16.35, 9.46, 14.60)  -0.0600
H (13.75, 11.42, 15.38)  0.0539
H (15.24, 11.29, 16.03)  0.0837
H (14.18, 9.85, 16.29)  0.0665
H (14.30, 9.23, 14.10)  0.1100
H (15.64, 11.83, 13.21)  0.0847
H (14.10, 11.20, 12.84)  0.0725
H (15.55, 10.35, 12.27)  0.0811
H (16.37, 9.04, 15.47)  0.0436
C (11.30, 13.09, 14.42)  -0.0333
C (10.92, 11.91, 15.28)  -0.5399
C (10.62, 12.23, 16.71)  -0.0419
O (9.80, 11.29, 14.78)  -0.0557
H (11.97, 13.77, 14.95)  0.0817
H (10.42, 13.66, 14.11)  0.0901
H (11.81, 12.72, 13.53)  0.0735
H (11.69, 11.15, 15.14)  0.1124
H (11.48, 12.72, 17.15)  0.0805
H (10.34, 11.38, 17.35)  0.0776
H (9.82, 12.96, 16.83)  0.0909
H (9.66, 10.56, 15.39)  0.0630
C (14.22, 3.58, 16.07)  -0.0378
C (15.67, 3.03, 15.90)  -0.4142
C (15.86, 2.24, 14.57)  -0.0454
O (16.54, 4.13, 15.70)  -0.0814
H (13.88, 4.24, 15.27)  0.0683
H (14.05, 4.10, 17.00)  0.0445
H (13.53, 2.73, 16.07)  0.0713
H (15.89, 2.41, 16.77)  0.1334
H (16.85, 1.80, 14.44)  0.0745
H (15.65, 2.87, 13.70)  0.0600
H (15.11, 1.46, 14.43)  0.0561
H (17.36, 4.00, 16.17)  0.0912
C (11.03, 0.70, 12.19)  -0.0407
C (12.01, 1.66, 12.87)  -0.5232
C (11.34, 3.02, 13.20)  -0.0333
O (12.59, 1.21, 14.02)  -0.0313
H (10.16, 0.53, 12.82)  0.0863
H (11.68, -0.17, 12.07)  0.0865
H (10.64, 1.15, 11.28)  0.0725
H (12.77, 1.92, 12.14)  0.1380
H (10.85, 3.36, 12.29)  0.0590
H (12.06, 3.79, 13.48)  0.0636
H (10.73, 3.02, 14.10)  0.0616
H (11.94, 0.67, 14.48)  0.1032

Values from the calculation:
charge = 0
Kohn-Sham gap = 9.38 eV

=====

Entry from OMol25: a 10-piece molecular cluster, C38H105N9O10 overall (ωB97M-V/def2-TZVPD).

Each line ends with the Löwdin charge.
Positions of all 162 atoms, in Å:
C (-2.14, -1.61, -4.72)  -0.0428
C (-2.01, -3.01, -4.18)  -0.4731
C (-0.84, -3.68, -4.87)  -0.2210
O (-0.85, -5.06, -4.60)  -0.1781
C (0.37, -5.69, -4.82)  -0.1218
N (-1.79, -3.20, -2.78)  0.0665
H (-3.01, -1.17, -4.36)  0.0524
H (-2.33, -1.75, -5.79)  0.0889
H (-1.16, -1.07, -4.47)  0.0964
H (-2.87, -3.56, -4.47)  0.1280
H (0.10, -3.29, -4.46)  0.1011
H (-0.87, -3.52, -5.97)  0.1375
H (0.35, -6.80, -4.74)  0.0957
H (1.21, -5.33, -4.17)  0.0823
H (0.77, -5.48, -5.82)  0.0813
H (-2.53, -2.82, -2.22)  0.0567
H (-1.85, -4.22, -2.56)  0.1054
C (1.92, -4.20, 0.31)  -0.0717
C (3.16, -4.38, -0.53)  -0.4247
C (3.58, -3.00, -1.04)  -0.1747
O (2.54, -2.17, -1.55)  -0.2113
C (1.93, -2.73, -2.65)  -0.1566
N (4.29, -5.02, 0.16)  0.0553
H (1.11, -3.87, -0.34)  0.0551
H (1.93, -3.44, 1.14)  0.0926
H (1.56, -5.18, 0.70)  0.0833
H (2.91, -5.00, -1.37)  0.1248
H (4.25, -3.02, -1.90)  0.1203
H (4.04, -2.42, -0.23)  0.1199
H (1.57, -1.90, -3.26)  0.0498
H (1.13, -3.47, -2.44)  0.0887
H (2.74, -3.06, -3.29)  0.0904
H (4.62, -4.54, 0.97)  0.0399
H (3.96, -5.86, 0.60)  0.0583
C (-1.17, -4.77, 2.33)  -0.0650
C (-1.31, -3.57, 3.20)  -0.4605
C (-0.97, -3.85, 4.66)  -0.2090
O (-1.94, -4.69, 5.24)  -0.1896
C (-2.02, -4.76, 6.66)  -0.1078
N (-0.49, -2.43, 2.71)  0.0659
H (-1.78, -5.65, 2.51)  0.0807
H (-0.12, -5.13, 2.41)  0.0709
H (-1.28, -4.45, 1.24)  0.0944
H (-2.37, -3.31, 3.26)  0.1111
H (-0.82, -2.92, 5.18)  0.1140
H (0.00, -4.33, 4.72)  0.1229
H (-2.50, -3.89, 7.07)  0.0710
H (-0.98, -4.88, 7.10)  0.1045
H (-2.69, -5.59, 6.92)  0.0876
H (-0.71, -2.28, 1.72)  0.0592
H (-0.91, -1.59, 3.15)  0.0399
C (2.71, 3.39, -4.02)  -0.0343
C (2.39, 2.03, -3.27)  -0.4023
C (1.98, 0.95, -4.24)  -0.1884
O (3.03, 0.88, -5.26)  -0.2027
C (2.80, -0.19, -6.14)  -0.1155
N (3.59, 1.57, -2.57)  0.0507
H (2.90, 4.25, -3.35)  0.0698
H (1.78, 3.66, -4.59)  0.0832
H (3.53, 3.30, -4.72)  0.0641
H (1.60, 2.21, -2.55)  0.0818
H (0.99, 1.15, -4.73)  0.1401
H (1.92, -0.03, -3.73)  0.0823
H (2.04, 0.15, -6.88)  0.1001
H (2.42, -1.10, -5.57)  0.0915
H (3.72, -0.50, -6.57)  0.0702
H (3.52, 0.56, -2.58)  0.0562
H (4.42, 1.72, -3.15)  0.0731
C (-3.97, -1.37, 1.92)  -0.0447
C (-3.60, -0.85, 0.56)  -0.4467
C (-4.69, -1.06, -0.43)  -0.2700
O (-4.92, -2.40, -0.58)  -0.1756
C (-5.97, -2.65, -1.51)  -0.0857
N (-3.19, 0.54, 0.73)  0.0845
H (-4.44, -0.80, 2.68)  0.0680
H (-3.01, -1.67, 2.44)  0.0600
H (-4.52, -2.30, 1.75)  0.0848
H (-2.79, -1.51, 0.23)  0.1215
H (-4.34, -0.57, -1.35)  0.1223
H (-5.54, -0.48, -0.13)  0.1264
H (-6.15, -3.67, -1.50)  0.0616
H (-5.85, -2.16, -2.50)  0.0965
H (-6.90, -2.21, -1.05)  0.1075
H (-2.63, 0.84, -0.09)  0.0619
H (-2.54, 0.67, 1.51)  0.0386
C (0.26, 7.21, 1.27)  -0.0606
C (-0.26, 5.94, 1.96)  -0.4396
C (0.57, 5.57, 3.24)  -0.2453
O (1.75, 5.01, 2.88)  -0.2328
C (2.79, 5.08, 3.86)  -0.0687
N (-1.62, 6.19, 2.40)  0.0284
H (0.23, 8.04, 1.95)  0.0694
H (-0.41, 7.48, 0.37)  0.0983
H (1.26, 7.07, 0.89)  0.0700
H (-0.16, 5.14, 1.23)  0.1127
H (0.04, 4.91, 3.96)  0.1178
H (0.67, 6.50, 3.84)  0.1262
H (2.71, 4.34, 4.71)  0.1107
H (2.85, 6.11, 4.20)  0.0796
H (3.71, 4.88, 3.28)  0.0920
H (-2.09, 6.69, 1.60)  0.0814
H (-2.10, 5.27, 2.48)  0.0767
C (4.65, -3.14, 3.73)  -0.0552
C (4.50, -1.61, 3.88)  -0.4120
C (4.59, -0.83, 2.56)  -0.1994
O (4.36, 0.54, 2.82)  -0.2134
C (4.72, 1.38, 1.81)  -0.1356
N (3.26, -1.18, 4.53)  0.0551
H (4.63, -3.75, 4.64)  0.0793
H (5.60, -3.36, 3.22)  0.0774
H (3.84, -3.53, 3.11)  0.0548
H (5.37, -1.23, 4.49)  0.1436
H (3.76, -1.11, 1.94)  0.1132
H (5.55, -1.01, 2.09)  0.1266
H (4.45, 2.42, 2.08)  0.0998
H (4.23, 1.14, 0.88)  0.0776
H (5.78, 1.32, 1.70)  0.0870
H (2.53, -1.76, 4.16)  0.0481
H (3.02, -0.27, 4.16)  0.0498
C (1.45, 2.99, -0.09)  -0.0467
C (0.63, 2.17, 0.90)  -0.3827
C (0.44, 0.82, 0.33)  -0.2136
O (-0.41, 0.96, -0.78)  -0.2229
C (-0.40, -0.12, -1.69)  -0.0725
N (1.34, 2.07, 2.22)  0.0989
H (0.87, 3.08, -1.06)  0.0878
H (2.43, 2.56, -0.27)  0.0665
H (1.61, 4.01, 0.25)  0.0580
H (-0.40, 2.57, 1.02)  0.1470
H (-0.01, 0.17, 1.07)  0.0988
H (1.40, 0.38, -0.01)  0.1415
H (-0.91, -0.96, -1.22)  0.0782
H (0.63, -0.36, -1.77)  0.0502
H (-0.88, 0.15, -2.64)  0.0866
H (2.28, 1.73, 2.14)  0.0393
H (1.43, 3.00, 2.58)  0.0428
C (-4.31, 4.36, -0.76)  -0.0793
C (-3.95, 3.81, -2.09)  -0.5001
C (-2.42, 3.60, -2.21)  -0.1990
O (-2.03, 3.25, -3.49)  -0.2048
C (-1.90, 4.22, -4.49)  -0.1113
N (-4.74, 2.66, -2.35)  0.0468
H (-3.88, 5.37, -0.55)  0.0797
H (-3.95, 3.64, 0.00)  0.0792
H (-5.42, 4.47, -0.69)  0.0957
H (-4.24, 4.51, -2.87)  0.1278
H (-2.11, 2.76, -1.65)  0.0945
H (-1.95, 4.55, -1.86)  0.1320
H (-1.38, 3.80, -5.33)  0.0754
H (-1.23, 5.01, -4.09)  0.0916
H (-2.87, 4.71, -4.75)  0.0980
H (-4.63, 1.92, -1.67)  0.0592
H (-4.44, 2.31, -3.27)  0.0889
C (-2.40, 2.42, 4.04)  -0.1041
C (-1.86, 1.09, 4.26)  -0.3157
O (-1.02, 0.57, 3.19)  -0.1454
H (-3.04, 2.62, 4.90)  0.0907
H (-3.01, 2.40, 3.13)  0.0720
H (-1.57, 3.13, 3.88)  0.0649
H (-2.73, 0.41, 4.40)  0.1138
H (-1.26, 1.01, 5.24)  0.1337
H (-0.17, 1.01, 3.00)  0.0301

Values from the calculation:
charge = 0
SMILES string = COC[C@H](C)N.COC[C@H](C)N.COC[C@H](C)N.COC[C@H](C)N.COC[C@H](C)N.COC[C@H](C)N.COC[C@H](C)N.COC[C@H](C)N.COC[C@H](C)N.CCO
Kohn-Sham gap = 9.40 eV
energy above the lowest of the compared OMol25 structures with the same formula, charge and spin = 62.40 kcal per mole

=====

What strongest force on any atom values result from the calculations? In sequence: 3.70, 3.27 eV/Å.
What E values result from the calculations? In sequence: -89111.02737, -74988.20637 eV.
What E_LUMO values result from the calculations? In sequence: 0.4, 0.6 eV.